2 unconnected molecules or ions with the total composition C4H7OP at a distorted geometry, computed with the ωB97M-V functional and the def2-TZVPD basis.

Energy relative to the best compared isomer or geometry (same formula, charge and spin) (eV): 6.617
E_tot (Ha): -572.95209
LUMO level (alpha / beta) (eV): -0.6 / -3.1
E_HOMO (alpha / beta) (Ha): -0.380 / -0.289
Kohn-Sham gap (alpha / beta) (eV): 9.73 / 4.78

Geometry as ORCA input:
```
! RIJCOSX wB97M-V def2-TZVPD def2/J DEFGRID3
* xyz 0 1
H -2.13197 -0.29695 -1.16991
P -0.69363 1.32052 -0.30469
C 3.22563 0.85852 0.08908
H 0.37247 1.13808 2.00228
C -1.13374 0.08788 -1.48925
H 1.59162 0.89568 0.71798
C 0.60138 0.70722 1.01986
H -0.40303 -0.81030 -1.47568
O -1.87272 1.98481 0.28413
H 0.58752 -0.38007 1.01138
H 4.74004 -0.42547 0.92854
H -1.26141 0.57096 -2.51196
C 3.84279 0.07444 0.74350
*
```